(1)
Computed, not measured: a cluster of 8 separate species, C46H51FNO2S in total at a distorted geometry, with wB97M-V/def2-TZVPD.

## Properties
* charge: +1
* calculated total energy: -2486.29639 hartree

The geometry in XYZ format:
```
102
Properties=species:S:1:pos:R:3:mulliken_charge:R:1
S -2.5690 -1.7958 5.8715 1.0834
F -2.4284 -1.6429 4.1377 -0.1439
O -1.9114 -3.1640 6.2595 -0.5389
O -1.7635 -0.6272 6.5040 -0.5131
N -5.7569 -2.7224 4.6910 -0.0481
C 1.3156 -5.7843 0.2278 -0.4114
C -1.6854 -1.1163 1.0950 -0.5102
C 3.1443 3.0955 3.6340 -0.3795
C 6.0391 5.2936 -8.7048 -0.3572
C -2.1405 -1.2142 -1.6558 -0.6347
C 2.5891 1.0226 -2.6069 0.1694
C 4.1148 1.7095 -4.3497 -0.2847
C 6.3038 0.9271 -0.9309 -0.1309
C 0.8344 1.8859 2.6448 -0.4404
C -8.7394 -0.7440 0.4000 -0.5246
C 2.9166 3.0482 2.2589 -0.4940
C 1.2881 -5.4193 -2.1603 -0.4777
C 4.0232 3.6564 -7.6884 -0.3152
C 2.8656 -0.3148 -2.8918 -0.5436
C 0.2851 -4.8564 0.3815 -0.4949
C 7.6886 1.5767 0.9389 -0.3651
C -0.9834 -0.6118 -1.1611 -0.2149
C -7.8412 0.8848 1.9418 -0.2774
C 0.2614 -4.4875 -2.0060 -0.4359
C -5.0571 -0.5003 5.6481 -0.7379
C 3.2121 2.0340 -3.3374 -0.6399
C -4.3361 -1.7352 6.4884 0.2187
C 1.8176 -6.0640 -1.0429 -0.4399
C -9.7793 0.1299 0.0823 -0.3485
C 4.4358 4.7798 -6.9724 -0.3394
C 5.6047 0.4178 1.3249 -0.5789
C 3.7613 -0.6395 -3.9103 -0.3858
C 5.3787 0.3672 -0.0503 -0.1590
C 7.4609 1.5295 -0.4361 -0.5375
C -3.0656 -1.7741 -0.7752 -0.6582
C 1.0603 1.9365 4.0200 -0.3962
C 5.4425 5.6001 -7.4821 -0.4233
C 4.3872 0.3720 -4.6383 -0.6781
C -9.8537 1.3782 0.6998 -0.4102
C -0.2381 -4.2049 -0.7350 0.1689
C -8.8843 1.7567 1.6282 -0.4548
C -6.3311 -1.3707 5.0547 -0.3365
C 4.6223 3.3477 -8.9093 -0.4276
C 6.7590 1.0250 1.8200 -0.4459
C 2.2146 2.5437 4.5150 -0.5211
C -7.7721 -0.3671 1.3312 -0.0798
C 1.7595 2.4458 1.7642 -0.2523
C -0.7557 -0.5645 0.2140 -0.2898
C 5.6330 4.1651 -9.4163 -0.3548
C -2.8397 -1.7235 0.6000 -0.2686
C -5.0165 -3.1491 5.9734 -0.9490
H -8.6833 -1.7184 -0.0782 0.3635
H 2.3824 -1.1030 -2.3211 0.5454
H -2.3202 -1.2478 -2.7269 0.3975
H -1.5103 -1.0744 2.1665 0.6172
H 5.0869 0.1189 -5.4304 0.3961
H -1.0364 -3.4768 -0.6146 0.2104
H -3.9640 -2.2496 -1.1609 0.3698
H 1.8882 1.2759 -1.8158 0.1191
H 4.4804 -0.1083 -0.4360 0.4174
H -5.5416 0.3748 6.2820 0.3648
H -0.2600 -0.1797 -1.8474 0.2748
H 3.9727 5.0169 -6.0186 0.3960
H 8.1843 1.9615 -1.1225 0.3793
H 8.5912 2.0447 1.3242 0.3740
H -4.5700 -1.5345 7.6172 0.4213
H 6.1026 3.9228 -10.3658 0.3563
H 1.5798 2.4122 0.6931 0.3877
H -6.9304 -1.6203 6.0532 0.3095
H -4.3232 -0.0351 4.8463 0.2197
H -6.9632 -1.0492 1.5806 0.2867
H 3.2345 3.0202 -7.2942 0.4150
H 4.3023 2.4709 -9.4660 0.3587
H 6.9341 1.0669 2.8914 0.3885
H -10.5316 -0.1624 -0.6451 0.3646
H -0.1089 -4.6410 1.3710 0.4033
H -0.1489 -3.9820 -2.8762 0.3975
H 1.7268 -6.2885 1.0983 0.3707
H -3.5625 -2.1569 1.2861 0.3064
H 1.6757 -5.6416 -3.1507 0.3811
H 6.8218 5.9344 -9.1031 0.3511
H -6.4275 -3.5309 4.5635 0.3968
H -4.3018 -4.0526 5.7037 0.4292
H 4.6051 2.4980 -4.9142 0.5128
H -5.0152 -2.6063 3.9621 0.1801
H 3.6400 3.4803 1.5726 0.4048
H -0.0640 1.4104 2.2591 0.4778
H 4.8818 -0.0157 2.0111 0.4043
H 4.0469 3.5635 4.0193 0.3958
H 2.6219 -6.7859 -1.1623 0.3670
H 0.3375 1.5031 4.7061 0.4506
H 2.3897 2.5856 5.5865 0.3740
H -7.1117 -0.8481 4.3572 0.2637
H 6.1242 0.8934 -2.0020 0.2766
H 0.1469 -0.0965 0.5993 0.5274
H 2.9945 3.0761 -3.1170 0.3759
H -8.9411 2.7304 2.1076 0.3643
H -7.0836 1.1809 2.6623 0.3834
H -10.6674 2.0571 0.4567 0.3676
H 3.9725 -1.6818 -4.1364 0.3810
H 5.7617 6.4778 -6.9263 0.3538
H -5.8905 -3.5249 6.6656 0.3788
```

(2)
Computed, not measured: a structure of composition C18H35CdN2O8PS at a distorted geometry, with wB97M-V/def2-TZVPD.

## Properties
* relative energy (zero: lowest compared OMol25 entry of this formula, charge and spin): 14.3 kcal per mole
* charge: +2

The geometry in XYZ format:
```
66
Properties=species:S:1:pos:R:3:mulliken_charge:R:1
Cd 0.3602 -0.7254 -1.1397 2.5127
S -1.5584 -1.2214 1.4405 0.6231
P -1.4855 0.3536 -3.6971 0.9425
O -0.5334 0.8666 -4.7620 -0.9500
O -1.1584 0.4076 -2.1928 -0.8367
O 0.4319 -4.0474 -3.7381 -0.7548
O 2.2895 -2.5337 -1.0395 -0.4093
O 4.5612 0.3781 -0.9390 -0.4476
O -0.1089 -1.0418 0.9415 -0.8663
O 2.3649 0.2982 -0.4233 -0.7308
O 0.7304 -1.9048 -2.9832 -0.8900
N -2.8011 2.1133 -5.1530 -0.3058
N -1.0823 -1.9163 -5.0117 -0.1644
C 3.4050 -0.2661 -0.7960 0.4801
C 0.9638 1.6991 3.6864 0.5450
C -1.5056 2.8202 2.8879 0.9405
C 2.3850 0.0584 5.1358 -1.5261
C -1.3688 2.1168 4.1238 -1.0162
C 1.0021 -3.2040 -2.9902 0.6783
C -2.8081 3.3310 2.3230 -1.3069
C -1.5043 -2.4873 2.7126 -1.0014
C -0.1425 1.5730 4.5069 -0.2772
C 0.8519 2.3798 2.4624 -0.5425
C -2.8739 1.5944 -3.7170 -0.8407
C -0.3663 2.9310 2.0774 -0.7675
C 2.0655 -3.5729 -1.9999 -0.5275
C -2.1493 -1.2833 -4.0945 -0.3363
C 3.4147 2.1385 4.0328 -1.4086
C 3.4771 -1.7441 -1.2376 -0.4980
C -2.3365 -2.1726 0.1173 -1.0772
C 2.3485 1.0514 3.9352 1.0017
H -3.5241 1.8247 -5.8447 0.3278
H -2.3296 -1.5262 -0.7695 0.0965
H -3.5739 3.3644 3.1088 0.3801
H 3.0115 -3.7575 -2.4771 0.4523
H -3.1186 -1.3524 -4.6144 0.5038
H -0.5738 -3.0352 2.4490 0.3135
H -1.8391 -3.1306 -0.0119 0.3740
H -0.6033 -2.7322 -4.5767 0.1335
H 3.3760 2.7633 3.1586 0.3812
H -2.5404 2.4206 -3.0620 0.3547
H 3.1398 2.7326 4.8942 0.3718
H 4.3188 -2.1987 -0.7052 0.4218
H -1.4864 -2.2214 -5.8829 0.4214
H -1.5113 -2.0238 3.7049 0.3255
H -2.1558 -1.8719 -3.1663 0.0184
H -2.5967 4.2790 1.8139 0.3357
H -1.8074 1.9739 -5.5083 0.3698
H 1.7142 -4.4547 -1.4088 0.3180
H -3.9032 1.2988 -3.4551 0.3840
H -2.9568 3.1245 -5.1063 0.3836
H -3.3951 -2.3243 0.3193 0.5277
H 4.5138 1.3299 -0.6374 0.4254
H 1.7470 2.5225 1.8285 0.1466
H 3.7357 -1.7767 -2.3195 0.4435
H 2.1385 0.6239 6.0599 0.3292
H 3.3632 -0.4296 5.2090 0.4059
H -2.3470 -3.1918 2.6110 0.4270
H 2.5069 0.4754 3.0051 -0.0962
H -3.1095 2.6080 1.5512 0.1931
H -0.3726 -1.1941 -5.2397 0.3767
H -0.0869 1.0755 5.4508 0.4781
H -2.2381 2.1208 4.7791 0.3706
H 4.4284 1.7649 4.1153 0.4084
H 1.5943 -0.7022 5.0181 0.3280
H -0.3869 3.6308 1.2402 0.3267
```

Which value of charge does entry 2 give?
+2

Which of these has the lowest charge?
C46H51FNO2S

The highest charge belongs to which entry?
C18H35CdN2O8PS